This record from OMol25 describes a 8-piece molecular cluster, C12H43BO13 overall in a non-equilibrium geometry. The level of theory is the ωB97M-V functional and the def2-TZVPD basis.

Structure (XYZ):
```
69
Properties=species:S:1:pos:R:3:forces:R:3
O 0.7664 0.9653 0.3218 0.89 -2.01 -0.56
H 0.8457 1.1936 -0.6073 0.20 0.29 -1.69
H 0.0780 1.4432 0.7902 -1.77 1.31 1.05
H 1.6187 0.9318 0.7623 1.26 0.17 0.47
B -1.1806 2.1507 1.7372 -0.05 0.15 0.63
H -1.2793 1.0829 1.8562 -0.70 -4.15 0.74
H -2.0195 2.7195 2.1073 -2.74 1.86 1.76
H -0.2191 2.4344 2.1363 3.55 1.34 1.96
H -1.0965 2.3373 0.6778 0.16 0.76 -4.25
C 2.8350 -3.8533 -0.2270 0.57 0.51 0.36
C 2.6244 -2.5351 0.5195 0.45 0.34 -1.71
O 1.6799 -2.7471 1.4872 -0.86 -1.07 1.26
O 3.6179 -4.6869 0.6077 0.10 -0.65 -0.09
H 3.4259 -3.7728 -1.1394 -0.02 0.46 0.03
H 1.8835 -4.2998 -0.5160 -0.27 -0.09 0.23
H 2.2708 -1.7231 -0.1159 0.18 0.03 -0.63
H 3.5866 -2.2402 0.9381 0.31 0.03 0.05
H 1.5485 -1.9603 2.0214 -0.22 0.08 0.32
H 3.1935 -4.7748 1.4643 -0.24 0.06 0.07
C 1.9215 0.2675 3.5113 -0.78 0.04 0.23
C 3.2312 0.2745 2.7648 0.50 -0.02 1.62
O 3.1773 0.7925 1.4678 -0.25 -0.28 -1.01
O 0.9587 -0.7879 3.2325 1.14 0.58 -0.31
H 1.4432 1.2242 3.3012 -0.16 0.16 0.14
H 2.1579 0.2074 4.5736 0.15 0.15 0.03
H 3.8057 -0.6466 2.8619 -0.28 -0.44 -0.42
H 3.8458 1.0150 3.2767 -0.13 -0.08 0.84
H 4.0479 1.1846 1.3681 -0.18 0.21 -0.82
H 0.3334 -0.7816 3.9609 -0.08 -0.06 -0.02
C -1.9161 -2.4866 2.0605 0.50 0.92 -0.08
C -1.2491 -1.9177 0.7738 -0.66 -0.86 0.63
O -2.2433 -1.2556 -0.0226 1.09 -0.98 0.20
O -2.7005 -1.4650 2.7013 0.17 -0.54 -0.29
H -1.1495 -2.8074 2.7659 0.28 -0.24 -0.13
H -2.5520 -3.3504 1.8670 -0.16 0.27 -0.22
H -0.8005 -2.7722 0.2671 -0.18 0.11 -0.46
H -0.4260 -1.2400 1.0003 -0.13 0.11 0.22
H -2.6269 -0.6532 0.6188 -0.90 0.55 -0.15
H -2.0575 -0.8902 3.1230 -0.16 0.41 0.02
C 1.2227 2.9803 -2.7623 -0.37 -0.08 -1.25
C 0.3101 2.6918 -3.9656 -0.68 0.33 -0.58
O -0.9220 2.0619 -3.6870 0.38 0.16 0.61
O 1.5767 1.7552 -2.1053 -0.35 0.44 0.21
H 0.7281 3.7002 -2.1102 0.17 -0.39 0.38
H 2.1591 3.3786 -3.1531 -0.06 0.54 0.02
H 0.7693 2.0621 -4.7276 0.89 -0.02 -0.03
H 0.0247 3.6054 -4.4871 0.37 0.31 0.18
H -0.6477 1.2598 -3.2365 -0.65 -0.46 0.57
H 1.9109 1.2354 -2.8400 0.16 -0.73 0.25
C -4.2384 3.5082 0.3042 0.47 -1.14 -1.06
C -4.1924 2.1357 -0.3801 -0.04 -0.44 0.51
O -3.6848 1.1485 0.5216 -1.17 -0.72 0.44
O -2.9665 4.0828 0.1767 -0.20 0.87 0.20
H -4.4390 3.2370 1.3407 -0.41 0.41 0.27
H -5.0072 4.1572 -0.1153 0.09 0.07 0.03
H -3.5287 1.9980 -1.2337 -0.40 1.08 -0.58
H -5.2273 1.8929 -0.6208 0.07 -0.61 -0.11
H -2.7774 1.3154 0.7870 0.17 0.58 -0.10
H -2.4675 3.5041 0.7579 0.93 0.31 0.09
C -0.4970 -1.1503 -3.0517 0.31 -1.39 -1.70
C 0.2418 -2.5116 -2.9263 -0.38 0.95 -0.32
O 1.6508 -2.2529 -3.0047 -0.45 -0.63 0.12
O -0.5780 -0.3456 -1.9412 0.63 0.48 0.14
H -1.4433 -1.2836 -3.5759 -0.64 -0.39 0.56
H 0.0120 -0.6093 -3.8495 0.73 0.11 0.08
H -0.0362 -3.1679 -3.7510 -0.21 0.28 -0.50
H 0.0092 -3.1397 -2.0664 -0.17 0.54 0.63
H 1.9477 -3.1446 -3.2001 0.97 0.11 -0.01
H -1.2905 -0.6815 -1.3924 -0.74 0.00 0.92
```
Forces are in eV/Å.

As for the net charge: 0. For the orbital gap, the calculation gives 0.312 hartree. Its electronic energy is -1485.70645 Ha. The energy above the lowest of the compared OMol25 structures with the same formula, charge and spin comes out at 26.09 kcal per mole.

***

This record from OMol25 describes C12H43HgO12 as an isolated structure in a non-equilibrium geometry. The level of theory is the ωB97M-V functional and the def2-TZVPD basis.

Structure (XYZ):
```
68
Properties=species:S:1:pos:R:3:forces:R:3
Hg -0.4024 -0.1065 3.7218 0.96 0.47 -1.12
C 0.0804 -0.1409 -0.4631 0.20 0.45 -0.40
C 0.0582 -0.0784 1.0356 -0.92 0.36 -0.42
O 0.2760 -1.1207 1.7027 -0.15 -0.53 0.88
O -0.2796 0.9866 1.6306 -0.05 0.13 0.35
H 1.0626 0.1626 -0.8400 0.15 -0.28 0.05
H -0.6016 0.5777 -0.9123 -0.17 0.07 0.39
H -0.1858 -1.1241 -0.8391 0.17 -0.09 0.27
C -0.8165 -4.0809 -0.0581 0.09 0.66 -0.90
O -0.0254 -3.9980 1.1098 -0.08 -0.40 0.35
H -1.7017 -3.4376 -0.0198 -0.11 -0.15 0.22
H -0.2379 -3.7401 -0.9276 0.02 -0.11 0.02
H -1.1213 -5.0993 -0.2840 0.06 -0.11 0.44
H 0.0849 -3.0667 1.3133 0.01 0.18 -0.17
C -0.6241 3.2565 4.1171 0.88 0.35 0.03
O -1.1183 1.9708 4.5574 -0.26 -0.55 0.12
H -1.4334 3.9691 3.9878 -0.10 -0.18 -0.10
H 0.1028 3.6307 4.8412 -0.19 -0.02 0.10
H -0.0933 3.1144 3.1819 -0.24 -0.07 -0.10
H -1.7746 2.1128 5.2502 0.06 -0.21 0.00
C -3.1555 -2.3635 -2.4272 0.35 -0.05 -0.01
O -3.6924 -1.5300 -1.4243 0.12 0.31 0.28
H -3.6226 -2.2155 -3.4031 -0.24 -0.14 0.07
H -2.0780 -2.2262 -2.5940 0.04 0.21 0.19
H -3.2747 -3.3850 -2.0689 -0.21 -0.07 -0.26
H -3.4937 -0.6017 -1.6389 0.10 -0.34 -0.27
C -3.1352 3.1465 1.2513 0.01 -0.51 -0.05
O -1.7576 3.4915 1.1817 -0.18 0.07 0.15
H -3.5072 3.0527 2.2784 0.13 0.14 0.09
H -3.7395 3.8935 0.7438 0.14 0.10 -0.06
H -3.2911 2.1764 0.7701 -0.19 0.08 -0.09
H -1.2640 2.6711 1.3076 0.07 0.05 -0.13
C 0.0425 3.2168 -1.9289 0.13 -0.34 -0.22
O -0.9576 3.2062 -2.9511 0.09 0.38 0.33
H 0.6033 4.1519 -1.8768 -0.07 0.04 -0.17
H -0.3954 3.0373 -0.9434 0.02 -0.05 -0.01
H 0.7357 2.4217 -2.2082 -0.04 0.04 0.28
H -1.2956 4.1052 -3.0152 -0.18 -0.13 -0.15
C 2.0138 -2.5098 3.7280 0.46 -0.94 -0.53
O 1.6099 -1.2959 4.3755 -0.41 0.30 0.11
H 2.8813 -2.3671 3.0839 -0.03 0.35 0.09
H 2.2767 -3.2887 4.4438 -0.21 0.17 0.23
H 1.2236 -2.8842 3.0840 -0.16 0.18 0.28
H 2.3243 -0.9791 4.9397 -0.12 0.04 0.03
C 3.8250 -1.5982 0.6421 -0.34 0.10 -0.34
O 4.7398 -1.1965 -0.3705 -0.14 -0.15 0.37
H 4.1823 -1.3412 1.6414 0.13 -0.15 0.01
H 2.8955 -1.0502 0.4672 0.04 0.07 0.07
H 3.5588 -2.6531 0.5499 0.16 -0.07 0.21
H 5.4201 -1.8719 -0.4482 0.06 0.11 -0.15
C 3.3462 1.9764 -1.5729 0.32 0.20 0.18
O 3.2331 0.6214 -1.9462 -0.75 -0.15 -0.04
H 2.8795 2.1992 -0.6044 0.09 -0.11 0.10
H 4.3971 2.2768 -1.5466 -0.05 0.13 0.11
H 2.8301 2.6054 -2.2979 0.14 -0.24 -0.18
H 3.6011 0.0422 -1.2636 0.43 0.24 -0.32
C 1.8284 -2.6331 -2.5742 0.12 1.22 0.17
O 1.8125 -4.0304 -2.7435 -0.30 0.29 0.10
H 0.9246 -2.1975 -2.1272 -0.17 -0.52 -0.12
H 2.6197 -2.3168 -1.8919 0.23 -0.47 -0.07
H 1.9926 -2.0595 -3.4924 0.06 -0.30 -0.17
H 0.9838 -4.2315 -3.1915 0.16 -0.24 -0.05
C -3.9148 1.9027 -2.2970 0.37 0.90 0.05
O -2.9073 0.9369 -2.5505 -0.16 -0.54 -0.01
H -3.4463 2.8850 -2.1953 -0.08 -0.03 0.32
H -4.6168 2.0363 -3.1214 0.03 -0.57 -0.10
H -4.4504 1.6455 -1.3822 -0.11 0.06 -0.06
H -2.0346 1.3400 -2.4965 -0.18 0.41 -0.30
```
Forces are in eV/Å.

As for the net charge: +1. For the orbital gap, the calculation gives 0.198 hartree. Its electronic energy is -1538.86382 Ha. The energy above the lowest of the compared OMol25 structures with the same formula, charge and spin comes out at 36.58 kcal per mole.

***

This record from OMol25 describes a 10-piece molecular cluster, C12H44N10O10 overall in a non-equilibrium geometry. The level of theory is the ωB97M-V functional and the def2-TZVPD basis.

Structure (XYZ):
```
76
Properties=species:S:1:pos:R:3:forces:R:3
N 2.4498 2.6884 -1.4604 -1.27 1.23 -0.14
C 3.0565 1.5091 -1.6247 6.84 -1.15 -0.87
N 2.2329 0.5120 -1.6707 -0.57 -1.36 -0.05
O 4.4143 1.3506 -1.7208 -6.33 1.31 0.51
H 3.0451 3.4613 -1.6010 0.31 1.09 -0.20
H 1.4254 2.8327 -1.3164 1.78 -0.15 -0.55
H 2.5620 -0.3983 -1.9219 0.10 -0.79 -0.04
H 1.2585 0.6890 -1.7414 -0.81 -0.31 0.01
N 0.9466 3.4813 1.9314 -4.78 -0.55 -0.74
C 2.2053 3.3879 2.1966 1.80 1.43 7.04
N 2.9542 3.2967 1.1232 5.31 -0.60 -0.25
O 2.5644 3.5266 3.5222 -0.46 -0.95 -6.10
H 0.2952 3.4685 2.7428 0.48 0.16 -1.03
H 0.5691 3.4485 0.9279 1.03 0.50 2.48
H 3.9884 3.1932 1.3338 -1.89 0.20 -0.40
H 2.7105 2.9659 0.1742 -0.32 0.31 1.28
N -3.7297 -1.0672 2.6280 -0.64 0.96 1.00
C -2.5031 -0.5975 2.4302 2.16 4.80 6.13
N -1.7540 -1.1354 1.5106 1.93 -1.34 -1.49
O -2.0248 0.3789 3.3024 -2.56 -4.38 -4.38
H -4.2052 -0.6688 3.4313 0.03 -0.31 -0.43
H -4.1203 -1.7942 2.0920 -0.45 -0.77 -0.46
H -0.8041 -0.7611 1.4217 -0.39 0.42 0.16
H -1.8568 -2.1045 1.1236 -0.26 0.98 0.32
N -2.4811 0.7251 -2.6301 0.47 4.04 -4.86
C -2.0666 0.0139 -1.6462 7.97 -1.86 0.84
N -2.9198 -0.4622 -0.8310 -2.13 -1.63 3.39
O -0.7554 -0.2573 -1.5178 -4.42 0.64 -0.51
H -1.7025 1.1762 -3.1888 -1.30 -1.09 0.91
H -3.2047 1.4035 -2.4650 -0.48 -0.18 0.03
H -2.4870 -0.7123 0.0939 -0.64 0.05 -0.79
H -3.8965 -0.2174 -0.8584 0.08 0.06 -0.15
N -0.8581 -4.8106 -3.9085 -0.52 -3.96 -4.32
C -0.1683 -4.1175 -3.0705 6.61 0.62 1.21
N -0.8672 -3.2032 -2.4043 -0.62 1.35 1.30
O 1.1770 -4.2937 -2.9416 -6.02 0.58 -0.30
H -0.3184 -5.4289 -4.5773 -0.87 1.08 1.51
H -1.8369 -4.7101 -4.1697 0.56 0.35 0.56
H -0.3405 -2.4674 -1.9267 -0.43 0.16 -0.42
H -1.8756 -3.0539 -2.5974 1.39 0.01 0.23
C 1.4127 -1.5002 0.9308 -0.97 -0.19 0.63
C 1.6441 -0.0774 1.4861 0.33 -0.47 -1.35
O 0.4838 0.6623 1.3104 -1.83 -0.36 -0.61
H 0.7239 -2.0408 1.6387 0.65 0.26 -0.74
H 2.3358 -2.0034 0.9301 1.40 -0.80 0.52
H 1.1090 -1.7016 -0.1247 -0.31 1.14 0.71
H 2.3917 0.4496 0.8963 0.73 -0.43 0.29
H 1.8930 -0.1001 2.5453 0.37 -0.28 0.07
H 0.5869 1.5396 1.6638 0.10 0.75 0.58
C -1.8711 2.8231 0.3581 1.28 0.53 0.12
C -0.8118 2.8883 -0.7416 -1.94 0.53 0.17
O 0.0426 3.9590 -0.4476 1.14 0.51 -1.62
H -2.2825 1.8926 0.2334 -1.98 -2.15 -0.28
H -2.5752 3.6465 0.3409 -0.25 0.04 -0.42
H -1.5187 2.7608 1.3772 0.70 0.19 0.20
H -1.3626 3.0147 -1.6815 0.18 0.51 -0.15
H -0.2569 1.9646 -0.9388 0.14 0.15 0.91
H -0.3920 4.8113 -0.3559 -0.31 -0.12 -0.03
C 3.1441 -1.9030 -4.0595 -0.23 -0.79 1.88
O 2.5205 -2.0197 -2.7079 1.56 1.40 -0.72
H 2.3158 -1.9672 -4.6884 -1.28 0.58 -1.62
H 3.6501 -2.8320 -4.2619 0.83 -0.18 0.07
H 3.7983 -1.0131 -4.2717 -0.87 -0.80 0.96
H 2.1379 -2.9038 -2.5673 0.07 -0.22 -0.66
C -0.0764 2.1892 4.6713 1.28 -0.18 3.49
O -0.9866 2.8093 3.8846 -0.01 2.87 -1.33
H -0.6761 1.6643 5.4403 0.80 -0.05 0.16
H 0.6172 2.9351 5.1557 -0.83 -0.69 -0.52
H 0.5594 1.4729 4.1930 0.35 -0.55 -0.68
H -1.6392 2.1699 3.7252 -1.68 -1.53 -0.83
C -1.3587 -4.3006 1.3249 0.57 -0.85 0.21
O -1.8038 -3.5590 0.2124 -0.92 0.37 0.16
H -1.7378 -5.3463 1.2667 0.07 0.74 0.32
H -1.6793 -3.7728 2.2454 0.09 -0.58 -0.36
H -0.2637 -4.3479 1.3117 -0.14 -0.03 0.27
H -1.1531 -3.5119 -0.4902 0.24 -0.29 -0.21
```
Forces are in eV/Å.

As for the net charge: 0. Its SMILES is NC(N)=O.NC(N)=O.NC(N)=O.NC(N)=O.NC(N)=O.CCO.CCO.CO.CO.CO. For the orbital gap, the calculation gives 0.283 hartree. Its electronic energy is -1783.52721 Ha. The energy above the lowest of the compared OMol25 structures with the same formula, charge and spin comes out at 115.08 kcal per mole.

***

energy above the lowest of the compared OMol25 structures with the same formula, charge and spin of number 3 (C12H44N10O10)?
115.08 kcal per mole

***

Number 3 is which compound?
C12H44N10O10